# 1
A cluster of 7 separate species, CH15NO6 in total, computed with ωB97M-V/def2-TZVPD.

As for the relative energy (zero: lowest compared OMol25 entry of this formula, charge and spin): 1.765 eV. The charge is 0. For the lowest unoccupied orbital energy, the calculation gives 0.42 eV. The frontier orbital gap comes out at 10.74 eV. The HOMO energy is -10.3 eV.

Atoms and positions in Å:
H -0.0500 -0.3597 -1.4010
O -1.4419 0.9188 -1.6921
H -1.6132 -1.3096 4.1210
N -2.2263 -2.5955 2.7037
H -0.5532 4.1330 0.7220
O 0.5422 -1.1177 -1.2448
H -1.6461 5.0540 0.2735
O 3.3331 -3.2383 -4.5883
H 2.1457 -0.2489 -0.2162
H 0.0274 -1.8066 -0.8180
H 1.7426 1.9856 1.0331
H 2.6739 -3.0216 -5.2634
H 2.0508 -0.3459 1.2424
C -2.2870 -2.1222 3.8706
O 2.5078 0.1837 0.5752
H -2.8169 -3.4184 2.5653
H 0.4786 2.5227 0.3322
H -0.9621 1.7285 -1.4694
O 1.1634 2.7569 0.9735
H -1.9431 1.1766 -2.4797
H 3.0969 -2.6280 -3.8784
H -2.9995 -2.4677 4.6091
O -1.2233 4.2202 0.0298

---

# 2
An isolated molecule of C4H6O2 in a non-equilibrium geometry, computed with ωB97M-V/def2-TZVPD.

As for the relative energy (zero: lowest compared OMol25 entry of this formula, charge and spin): 4.154 eV. The charge is 0. For the lowest unoccupied orbital energy, the calculation gives 0.32 eV. The frontier orbital gap comes out at 8.91 eV. The HOMO energy is -8.6 eV.

Atoms and positions in Å:
H -2.0472 -1.4633 -0.2327
C -1.3359 -0.7232 -0.6228
H -1.3942 -0.5271 -1.6832
C -0.1689 -0.4707 0.1443
O 0.9388 -0.0739 -0.6234
C 2.0755 0.0365 0.0857
H -1.8566 1.2849 0.8894
C -0.8558 1.0312 0.5295
H 0.1040 -1.1714 0.9395
O 2.3563 -0.6136 1.0536
H -0.5120 1.8670 -0.1203
H 2.6962 0.8235 -0.3595

---

# 3
A structure of composition C5H8O2, computed with ωB97M-V/def2-TZVPD.

As for the relative energy (zero: lowest compared OMol25 entry of this formula, charge and spin): 6.068 eV. The charge is 0. For the lowest unoccupied orbital energy, the calculation gives 0.99 eV. The frontier orbital gap comes out at 8.58 eV. The HOMO energy is -7.6 eV.

Atoms and positions in Å:
C -0.6111 -0.2242 -0.8559
H 1.4827 1.3318 -0.3294
H -1.0643 -0.2892 -2.9553
H 1.9203 -0.9570 1.7549
C -1.5375 0.0223 -2.0174
C 0.1658 -0.0069 0.8796
O -0.4306 0.2103 2.0939
H -0.8418 -0.6214 2.3727
H -1.7115 1.1036 -2.0951
C 1.5161 -0.6018 0.8101
H 1.8175 -1.1595 -0.0669
H -2.4981 -0.4935 -1.8724
H 1.5986 1.5407 1.5006
C 1.3252 0.9137 0.6548
O -1.1800 -0.8251 0.1304

---

# 4
A cluster of 2 separate species, C6H12O in total, computed with ωB97M-V/def2-TZVPD.

As for the relative energy (zero: lowest compared OMol25 entry of this formula, charge and spin): 1.987 eV. The charge is 0. For the lowest unoccupied orbital energy, the calculation gives 0.95 eV. The frontier orbital gap comes out at 10.89 eV. The HOMO energy is -9.9 eV.

Atoms and positions in Å:
H -1.3348 1.7057 0.6410
H -3.2835 0.2237 1.1417
C 1.4483 -0.2288 1.3367
H -2.1871 1.3343 -0.8560
H 0.8365 2.2840 -0.6426
H 2.4244 0.1102 1.6768
C -0.2953 0.3291 -0.6225
H 1.5415 0.9830 -1.7278
C -1.5828 0.8921 -0.0536
H -1.7724 -0.6468 1.4634
H -0.4152 -0.4847 -1.3392
C 0.8844 0.2647 0.2469
C 0.9210 1.2215 -0.8668
H -2.6887 -0.9788 -0.0145
C -2.3810 -0.1860 0.6767
H 0.9455 -0.9833 1.9391
H 1.7453 -1.8280 -0.4747
H 3.0590 -1.8747 -1.2208
O 2.1348 -2.1372 -1.3038

---

# 5
An isolated molecule of C5H6N4 in a non-equilibrium geometry, computed with ωB97M-V/def2-TZVPD.

As for the relative energy (zero: lowest compared OMol25 entry of this formula, charge and spin): 1.070 eV. The charge is 0. For the lowest unoccupied orbital energy, the calculation gives -0.17 eV. The frontier orbital gap comes out at 8.35 eV. The HOMO energy is -8.5 eV.

Atoms and positions in Å:
H -2.6885 0.2470 0.3438
H -1.3133 1.8242 0.0025
C -0.0212 0.1795 -0.0804
H -3.0323 -1.5360 -0.0300
H 0.8490 3.2990 -0.0180
N 1.7452 -2.0830 0.0109
C -2.3052 -0.7177 0.0760
N 1.8717 1.4322 0.0030
C 0.8223 2.2099 0.0150
H 2.4664 -2.7758 0.0959
N 2.2212 -0.9116 0.0199
H -0.6528 -1.9504 -0.2308
C -0.9940 -0.9033 -0.1270
C 1.3702 0.1629 -0.0335
N -0.3387 1.5232 -0.0472

---

# 6
A cluster of 2 separate species, C6H11N3 in total in a non-equilibrium geometry, computed with ωB97M-V/def2-TZVPD.

As for the relative energy (zero: lowest compared OMol25 entry of this formula, charge and spin): 6.344 eV. The charge is 0. For the lowest unoccupied orbital energy, the calculation gives 0.79 eV. The frontier orbital gap comes out at 8.83 eV. The HOMO energy is -8.0 eV.

Atoms and positions in Å:
H -0.8707 1.2147 0.8063
H 0.6217 -2.5582 1.7130
C 2.1878 -0.7590 -0.9988
H -2.7620 1.1028 -2.4220
C 2.3353 0.5640 -0.4845
N 2.0469 -1.0160 1.4579
N -2.4131 1.3135 -1.4779
N 2.0301 -0.5828 0.2597
H 2.7741 2.5120 -1.0942
C 1.6586 -2.4617 1.5160
C -1.9811 0.2863 -0.8575
H -2.1429 0.2403 1.3294
C -1.4058 0.3099 0.5531
H -0.7763 -0.5357 0.6520
H 2.5792 2.1442 0.6785
H 2.1731 -2.9756 2.3186
H -1.9974 -0.6026 -1.4228
H 1.7828 -2.9466 0.5233
H 2.0716 -1.6071 -1.6226
C 2.6366 1.7941 -0.3018

---

# 7
A cluster of 6 separate species, C30H58IN10O6S in total in a non-equilibrium geometry, computed with ωB97M-V/def2-TZVPD.

The charge is +1. For the lowest unoccupied orbital energy, the calculation gives -2.35 eV. The frontier orbital gap comes out at 7.42 eV. The HOMO energy is -9.8 eV.

Atoms and positions in Å:
N -2.1516 -0.7808 2.0045
H 9.8249 -1.9952 -2.8411
C 8.2092 -2.2384 -5.7827
H -4.3308 2.4678 3.1062
C 10.6482 -1.9975 -5.2531
H -6.6070 6.0560 -0.6908
H -7.6322 9.8636 -1.6221
H -1.0339 -1.4611 8.4828
H 7.5073 -1.4104 -5.6788
O -1.6643 -2.8873 2.2031
H -5.4724 6.4599 -1.9826
C -2.4012 -3.1874 -1.7163
C -0.8829 -0.6120 -3.6381
N -2.0471 -1.3189 0.7421
H 1.3081 5.4271 3.7664
H -1.5311 3.8401 4.0964
H 0.5111 -6.6443 -0.4599
C 0.9964 -3.2301 8.2106
N 1.3175 -4.8743 -2.0313
C -0.0509 3.2723 1.9104
I 5.7946 -5.2866 -1.2179
C -0.1777 -0.5294 -2.2609
O 7.8131 -2.1865 -3.0588
H -0.6044 -1.1909 -1.5086
H -2.9089 -1.3735 -3.4522
C -3.6540 1.7365 0.7785
H -2.1861 4.7202 2.7092
H 1.7788 -3.7360 7.6174
H -5.1426 2.9801 -0.9082
H -2.0170 -2.0091 -4.7843
H 1.5895 -3.9484 -2.3788
H -7.2146 6.3479 -2.3340
C 2.0298 -1.1187 -1.1021
H -0.6523 -2.8385 5.5492
N -4.7122 2.6971 1.0683
H -3.8914 0.7834 1.2467
C -1.5233 -3.0339 -2.9809
H -0.4702 -3.0644 -2.7260
C 1.7962 -5.0438 -0.8711
H 4.2450 -0.4918 -2.5808
H -7.4935 8.8009 -3.0360
C 4.2239 -1.4660 -2.1363
N 5.1280 -2.4263 -2.1983
H 11.3225 -1.9081 -4.4049
N -6.6198 8.0630 -1.2878
H 0.9112 3.1613 1.3808
C 2.6329 -4.0228 -0.1052
H -1.9083 -1.6149 3.9023
H -1.4036 0.3301 -3.7944
H 1.4207 -6.0942 0.9209
H 0.5570 -4.1028 5.8564
H -3.5561 1.5913 -0.2972
C -0.3640 -3.6519 6.2198
C 1.3384 -0.7395 -2.4215
C 4.7528 -3.5228 -1.4961
C -4.9964 3.0271 2.4528
O 1.2037 -2.8133 9.3293
C -6.4755 6.6456 -1.5939
C -1.9252 -1.7458 -3.7293
H -2.7081 2.1200 1.1812
N -0.1202 4.3874 2.6506
N -0.1824 -3.1338 7.5586
O -4.8982 8.0328 0.1974
H 2.4245 -0.2341 -0.6118
O -6.3189 4.1069 0.3095
C -1.2993 -2.4879 8.2293
H -4.8561 4.0972 2.6146
C -5.4332 3.2929 0.1099
H 1.7768 0.1848 -2.8008
H 3.2630 -4.5770 0.5916
H 8.6318 -2.2323 -6.7829
H 1.3513 -1.6488 -0.4455
S -1.4658 -3.7948 -0.2770
C -1.3419 4.6546 3.3962
H -8.6324 8.4026 -1.7294
N 9.2714 -2.1087 -4.7960
H -1.1527 -4.4074 6.2246
H -1.5321 -3.0182 9.1528
C -7.6525 8.8280 -1.9557
H 1.9897 -3.3843 0.4981
H -5.9811 9.6956 -0.2323
H 6.0097 -2.2970 -2.7001
H 1.5241 -1.4849 -3.1979
C -5.7864 8.6205 -0.3912
H 1.8126 4.9959 2.1216
H -2.1715 -2.4893 7.5799
O -0.9457 2.4487 1.8108
C -1.9077 -1.7069 2.8363
H -2.7475 -2.1911 -1.4490
H 0.6481 6.3100 2.3717
H 2.2516 -7.0951 -0.3268
N 3.2299 -1.9542 -1.3911
C 3.5328 -3.2244 -0.9734
C -1.7598 -2.5517 0.9030
H -1.7442 -3.8800 -3.6289
C 8.9548 -2.0958 -3.5040
H 10.7537 -1.1155 -5.8852
H 10.9157 -2.8847 -5.8276
H -0.2959 0.4831 -1.8754
H 7.6687 -3.1714 -5.6211
H -3.2834 -3.7863 -1.9132
H -6.0330 2.7807 2.6871
H -0.1515 -0.7487 -4.4319
C 1.5007 -6.3340 -0.1406
H -1.2446 5.5890 3.9416
C 0.9767 5.3335 2.7308

---

# 8
A cluster of 2 separate species, CH7N2O in total in a non-equilibrium geometry, computed with ωB97M-V/def2-TZVPD.

As for the relative energy (zero: lowest compared OMol25 entry of this formula, charge and spin): 6.639 eV. The charge is +1. For the lowest unoccupied orbital energy, the calculation gives -9.37 eV. The frontier orbital gap comes out at 6.23 eV. The HOMO energy is -15.6 eV.

Atoms and positions in Å:
H 0.8564 0.5433 -0.8502
H -0.0007 2.0085 -0.3721
H -0.1185 -2.5993 -1.1877
C 0.1340 0.9463 -0.0715
O 0.1502 -1.7818 -0.7549
H -1.8041 0.8002 -0.6387
H 0.1505 0.2500 1.7966
N -1.0524 0.3010 -0.1510
N 0.7309 0.7615 1.1522
H -0.5678 -1.1763 -0.4741
H 1.3994 1.3991 1.5684

---

# 9
A cluster of 2 separate species, C3H11NO in total in a non-equilibrium geometry, computed with ωB97M-V/def2-TZVPD.

As for the relative energy (zero: lowest compared OMol25 entry of this formula, charge and spin): 1.378 eV. The charge is 0. For the lowest unoccupied orbital energy, the calculation gives 1.07 eV. The frontier orbital gap comes out at 10.71 eV. The HOMO energy is -9.6 eV.

Atoms and positions in Å:
H 0.9038 -1.2805 -1.7025
H 2.6766 0.6319 -1.2758
C 1.0725 -0.7915 -0.7252
H 0.9800 1.2611 -1.4287
H -0.6363 0.2276 1.8962
H 1.6373 1.0186 0.0929
H -0.5311 1.5971 2.5995
C -1.4223 -0.6510 -0.7595
N -1.2404 0.9218 2.3266
H -1.2951 0.0335 -1.6228
H -1.6035 0.6130 3.2237
H -2.1720 -0.2990 -0.0726
H -1.4916 -1.5699 -1.3383
C 1.6561 0.5776 -0.9130
O -0.1722 -0.7204 -0.0767
H 1.6383 -1.5699 -0.2238